[1]
Entry from the Open Molecules 2025 dataset: 2 unconnected molecules or ions with the total composition C21H31N6O4 (ωB97M-V/def2-TZVPD).

Summary:
* total energy: -39406.5178 eV
* orbital gap: 7.52 eV
* charge: +1
* highest occupied orbital energy: -0.37432 Ha

Last column: Mulliken charge in e.
Element x y z (Å)
1 H -2.933 -2.408 -5.961  0.48
2 C 1.582 -0.260 -3.699  0.23
3 C 0.376 -0.573 0.419  0.91
4 C 0.084 -1.562 2.693  -0.83
5 H -0.719 -0.171 4.110  0.34
6 C -1.351 -0.003 -6.095  0.18
7 H 2.467 0.729 -6.075  0.44
8 H -2.789 2.509 -5.460  0.31
9 C -0.596 -0.265 -4.946  -0.09
10 H -0.170 -2.494 0.342  0.18
11 C -4.849 -1.194 -6.027  -0.86
12 H 0.016 -1.695 -1.204  0.25
13 H 1.955 -1.472 4.796  0.46
14 H -1.302 0.688 -8.133  0.53
15 C -3.542 2.217 -6.196  -0.86
16 H 2.959 -2.806 8.290  0.33
17 H 0.889 1.349 0.104  0.16
18 H -3.196 2.504 -7.193  0.30
19 H 0.626 0.386 -1.319  0.08
20 H 1.658 2.427 3.347  0.01
21 O -0.087 3.461 5.338  -0.64
22 C 1.922 2.724 4.356  -0.84
23 H 0.626 0.414 2.125  0.00
24 N 2.962 -0.862 7.500  -0.17
25 C 1.338 -0.581 4.681  -0.47
26 H 3.837 -0.706 7.980  0.30
27 C 0.718 2.547 5.264  0.71
28 H 1.848 0.073 3.976  0.15
29 H 0.561 -0.511 6.655  0.46
30 H 1.364 -2.046 8.202  0.29
31 C 0.785 0.005 -4.906  0.61
32 N 0.448 1.405 5.910  -0.08
33 C 0.657 0.746 -7.227  -0.76
34 N -3.777 0.768 -6.141  0.22
35 H -0.876 -2.011 2.428  0.58
36 C 2.317 -2.165 7.682  -0.76
37 C -0.718 0.496 -7.237  -0.31
38 H 2.190 3.780 4.359  0.34
39 H 1.903 -1.319 -2.264  0.35
40 C 1.194 0.129 6.043  -0.25
41 C -2.794 -0.221 -6.086  -0.62
42 O 3.176 1.230 6.878  -0.66
43 H 0.854 -2.337 2.661  0.42
44 H -4.465 2.762 -5.978  0.33
45 N 0.655 0.466 -0.315  -0.25
46 H -5.987 0.673 -6.142  0.38
47 O 2.666 0.275 -3.569  -0.56
48 O 1.093 -1.101 -2.761  -0.54
49 H 2.780 2.160 4.704  0.35
50 H 1.145 1.132 -8.118  0.41
51 C -5.030 0.162 -6.106  -0.28
52 H -0.382 1.497 6.478  0.25
53 C 2.516 0.209 6.839  0.07
54 H -1.109 -0.666 -4.078  0.51
55 C -3.419 -1.438 -6.008  -0.30
56 H -0.443 -1.790 4.763  0.39
57 C -0.028 -1.014 4.118  -0.95
58 N 0.072 -1.681 -0.195  -0.24
59 N 0.402 -0.487 1.735  0.03
60 H -5.631 -1.948 -5.992  0.41
61 H 2.153 -2.654 6.722  0.20
62 C 1.400 0.515 -6.066  -0.62

[2]
Entry from the Open Molecules 2025 dataset: a molecular structure, C21H31NP2SW (ωB97M-V/def2-TZVPD).

Summary:
* total energy: -54992.9604 eV
* ⟨S²⟩: 2.06
* orbital gap (alpha / beta): 5.69 / 6.35 eV
* charge: +2
* 2S+1: 3
* highest occupied orbital energy (alpha / beta): -0.48335 / -0.51192 Ha

Last column: Löwdin spin population.
Element x y z (Å)
1 H 2.838 -3.524 -1.848  0.00
2 H -4.476 0.375 0.945  0.00
3 C 2.728 -2.448 -1.991  0.03
4 H 2.514 -0.059 4.424  0.00
5 H -1.788 3.251 0.858  0.00
6 H -0.320 -0.523 4.792  0.00
7 H -2.484 2.535 2.340  0.00
8 C -2.471 1.042 -1.190  0.03
9 C 3.699 -0.317 -2.637  0.03
10 C -0.422 0.412 4.221  0.04
11 C 0.614 3.585 -2.885  0.03
12 C -3.537 -0.125 1.232  0.01
13 N 0.289 0.238 -1.338  -0.04
14 C 2.031 -0.681 3.660  0.03
15 H -3.485 -0.196 2.330  0.00
16 H 2.206 -2.866 0.988  0.00
17 H -1.437 0.530 3.838  0.00
18 C 3.820 -1.682 -2.423  -0.01
19 W 0.018 0.097 0.644  1.38
20 C -0.677 4.065 -2.743  -0.01
21 H 1.136 -3.084 2.393  0.00
22 H 4.780 -2.174 -2.579  0.00
23 H 1.100 -4.272 1.046  0.00
24 H -0.632 -2.327 -1.889  0.00
25 C 1.213 -3.206 1.309  0.01
26 H 0.414 -3.701 -1.405  0.00
27 H 2.783 -1.012 2.934  0.00
28 C -1.687 3.251 -2.217  0.02
29 H 0.367 1.863 0.731  -0.01
30 H 1.521 -1.533 4.125  0.00
31 H -1.907 -3.054 1.847  0.00
32 H 3.047 2.358 -2.796  0.00
33 H -0.904 5.091 -3.023  0.00
34 C -1.609 -3.204 0.803  0.00
35 C 0.257 -2.618 -1.304  0.01
36 C 2.245 1.732 -2.436  0.12
37 C 0.944 2.266 -2.450  0.00
38 H 1.422 4.202 -3.280  0.00
39 H -3.476 1.479 -1.286  0.00
40 H 1.152 1.528 0.233  -0.01
41 H -3.528 2.832 0.907  0.00
42 S 0.783 0.393 2.817  0.13
43 C 1.487 -1.852 -1.762  0.00
44 H 4.541 0.283 -2.991  0.00
45 H -0.165 1.259 4.871  0.00
46 C -1.422 1.937 -1.822  0.00
47 C -2.521 2.531 1.242  0.00
48 H -2.699 3.646 -2.117  0.00
49 H -2.419 -2.870 0.147  0.00
50 H -3.513 -1.138 0.808  0.00
51 C -0.100 1.450 -1.951  0.04
52 H -2.469 0.037 -1.647  0.00
53 H -1.428 -4.276 0.632  0.00
54 P -0.101 -2.276 0.466  0.05
55 C 2.470 0.348 -2.327  0.00
56 P -2.131 0.851 0.633  0.07
57 C 1.389 -0.449 -1.877  0.02